Here is a molecular structure, C31H56Br14O4Si from the OMol25 dataset. Energies are from ωB97M-V/def2-TZVPD.

Its HOMO-LUMO gap is 7.7 eV. The HOMO energy comes out at -0.2769 Ha. Its net charge is 0.

Last column: Löwdin charge in e.
Atoms and positions in Å:
C 0.01254 -2.96809 -1.94136  -0.213
Si 1.34925 -1.70526 -1.34002  0.528
C 3.07513 -2.55245 -1.23298  -0.248
C 0.76622 -1.14316 0.44985  -0.260
C -0.89132 -1.08476 0.35316  -0.268
C -1.57869 0.01158 1.35968  -0.187
C -3.22127 -0.29909 1.31525  -0.201
C -4.06806 0.83271 0.47173  -0.211
C -3.61439 0.99563 -1.09899  -0.213
C -4.42950 -0.03692 -2.13012  -0.130
C -5.36222 0.80101 -3.21758  -0.170
O -6.80361 0.76123 -2.92301  -0.061
C -7.31899 -0.60640 -3.16881  -0.213
O -7.82165 -1.29351 -2.10634  0.003
O -7.28491 -1.29854 -4.48463  -0.081
O -6.99944 -2.56055 -4.31466  -0.034
C 1.36022 -0.04506 -2.38934  -0.259
C 2.81225 0.68069 -2.61995  -0.298
C 2.97988 2.09683 -3.43338  -0.161
C 1.59830 2.80527 -4.02511  -0.065
C 0.13736 2.04198 -3.81296  -0.113
C -0.02131 0.61978 -2.99397  -0.049
H -0.95526 -2.33720 -2.23105  0.043
H 0.36124 -3.68142 -2.80083  0.000
H -0.32011 -3.60670 -0.98960  0.063
H 3.33457 -3.08098 -2.26846  0.064
H 3.92111 -1.78870 -0.90497  -0.039
H 3.03782 -3.38441 -0.38870  0.059
H 1.20935 -0.04725 0.61622  0.050
H 1.16410 -1.90903 1.24273  0.059
H -1.30845 -2.16547 0.52652  0.093
H -1.12396 -0.70991 -0.75546  0.066
H -1.39076 1.11973 1.00362  0.116
H -1.17028 -0.10862 2.46269  0.090
H -3.38722 -1.34103 0.77280  0.111
H -3.63634 -0.43628 2.41130  0.093
H -5.21352 0.52628 0.52761  0.119
H -3.98134 1.89549 0.96714  0.110
H -2.44584 0.96190 -1.26429  0.081
H -3.94838 2.08969 -1.43253  0.058
H -3.58790 -0.60926 -2.74357  0.110
H -5.06158 -0.84959 -1.53708  0.128
H -5.21705 0.28054 -4.27807  0.138
H -5.00338 1.92077 -3.36471  0.101
H -7.83939 -3.06823 -4.05926  0.157
H 3.78759 0.18236 -2.19203  0.080
H 4.05084 2.56893 -3.53285  0.092
H 1.73212 3.83797 -4.57765  0.083
H -0.81018 2.59101 -4.24815  -0.070
H -1.06775 0.09428 -2.84266  0.067
Br -0.30223 -4.14714 3.06754  0.610
C 0.34802 -2.86020 4.38086  -0.761
C -0.57550 -2.78212 5.57423  -0.697
Br -2.18115 -1.75582 5.15874  0.609
H 0.46648 -1.90538 3.86055  0.017
H 1.33284 -3.23113 4.67886  0.012
H -0.09789 -2.24157 6.39641  0.036
H -0.90570 -3.76106 5.93237  0.054
Br 2.39777 2.21493 -0.72901  0.915
C 3.04802 3.50187 0.58431  -0.633
C 2.12450 3.57995 1.77768  -0.699
Br 0.51885 4.60625 1.36219  0.578
H 3.16648 4.45669 0.06400  0.055
H 4.03284 3.13094 0.88231  0.058
H 2.60211 4.12050 2.59986  0.034
H 1.79430 2.60101 2.13582  0.051
Br 4.49777 -3.14870 3.51645  0.613
C 5.14802 -1.86177 4.82976  -0.749
C 4.22450 -1.78368 6.02313  -0.667
Br 2.61885 -0.75739 5.60764  0.686
H 5.26648 -0.90695 4.30945  0.027
H 6.13284 -2.23270 5.12776  0.018
H 4.70211 -1.24314 6.84532  0.060
H 3.89430 -2.76262 6.38127  0.056
Br -2.37439 -4.93559 -4.73595  0.599
C -1.46327 -6.43638 -5.58526  -0.700
C -0.28293 -6.89686 -4.76192  -0.692
Br 1.23247 -5.68521 -4.96059  0.607
H -1.18944 -6.11406 -6.59401  0.053
H -2.21764 -7.22542 -5.65300  0.057
H 0.07986 -7.86578 -5.11668  0.056
H -0.49979 -6.96469 -3.69234  0.055
Br -0.07545 8.23948 4.26205  0.592
C -1.06873 6.74807 5.03205  -0.695
C -0.27664 6.06935 6.12524  -0.692
Br 1.12349 4.93327 5.38159  0.599
H -1.33099 6.07943 4.20708  0.047
H -1.98181 7.19358 5.43709  0.058
H -0.91520 5.39307 6.70071  0.058
H 0.21020 6.77099 6.80810  0.052
Br 7.92260 -1.33137 3.11956  0.674
C 8.30290 -2.81977 1.91795  -0.671
C 8.26528 -2.37981 0.47291  -0.685
Br 6.43041 -2.16346 -0.15195  0.654
H 7.58252 -3.60945 2.15008  0.044
H 9.30637 -3.15739 2.19237  0.060
H 8.69719 -3.14779 -0.17512  0.059
H 8.77760 -1.43039 0.29474  0.053
Br -2.58511 3.62087 -3.34878  0.776
C -3.93326 5.02942 -3.30057  -0.659
C -3.33093 6.34915 -2.87790  -0.693
Br -3.01306 6.39657 -0.95417  0.603
H -4.73167 4.68448 -2.63725  0.054
H -4.31727 5.09046 -4.32285  0.062
H -4.02743 7.17007 -3.07089  0.058
H -2.37640 6.56648 -3.36498  0.055

Atoms 1-6, force components in eV/Å:
-1.171 -0.348 0.241
-0.362 0.305 0.794
1.070 -0.639 0.033
-0.356 0.547 -0.174
1.027 1.031 -0.011
-0.871 -0.802 -0.166

=====

Here is a molecular structure, C31H56BrN4OP3Pt from the OMol25 dataset. Energies are from ωB97M-V/def2-TZVPD.

The energy above the lowest of the compared OMol25 structures with the same formula, charge and spin is 24.7 kJ/mol. The expectation value of S² is 2.05. As for the multiplicity: 3. Its HOMO-LUMO gap (alpha / beta) is 6.6 / 4.8 eV. The HOMO energy (alpha / beta) comes out at -0.4749 / -0.4735 Ha. Its net charge is +2.

Last column: Löwdin spin population.
Atoms and positions in Å:
C 4.12902 6.08283 -1.56627  0.031
C 2.85634 5.64581 -1.95353  0.012
C 2.73343 4.93205 -3.16593  0.030
C 3.87075 4.74886 -3.95826  -0.006
N 5.06457 5.21193 -3.58887  0.032
C 5.20816 5.84009 -2.42625  -0.006
C 1.69695 5.80567 -1.12294  0.147
C 0.59438 5.58677 -0.63123  0.020
C -0.47864 4.80174 -0.12905  0.140
C -0.55996 4.50458 1.24871  0.021
C -1.10607 3.28357 1.63709  0.075
C -1.46407 2.38151 0.60137  0.220
C -1.78153 2.87887 -0.68279  0.077
C -1.29513 4.11902 -1.04344  0.023
Pt -1.46157 0.39850 0.75580  0.156
P 0.36937 -0.08369 -0.55807  -0.004
H 1.76755 4.52559 -3.46977  0.001
H 4.27887 6.57388 -0.60844  0.001
H 3.78960 4.21923 -4.91123  -0.001
H 6.21263 6.17917 -2.15037  -0.001
H -1.43295 4.50602 -2.04871  -0.001
H -0.11611 5.20141 1.95974  -0.001
H -2.38178 2.25693 -1.35090  0.005
H -1.24130 3.01629 2.69303  0.003
C 1.01105 -1.80516 -0.36471  0.003
C 2.27083 -2.22112 -1.10831  0.000
H 0.18432 -2.45223 -0.69134  0.006
H 1.12288 -1.97430 0.71462  0.000
H 2.56053 -3.23206 -0.79655  0.000
H 2.12598 -2.25715 -2.19226  0.000
H 3.11457 -1.56484 -0.88799  0.000
C 0.36290 0.20821 -2.36056  0.000
C 1.70782 0.60206 -2.97548  0.000
H -0.37528 0.99517 -2.54977  0.000
H -0.02685 -0.70344 -2.83781  0.002
H 1.64881 0.67029 -4.06784  0.000
H 2.05576 1.58027 -2.63127  0.000
H 2.50172 -0.11949 -2.76068  0.000
C 1.54324 1.15481 0.14656  -0.002
C 3.02297 0.79683 0.08594  -0.001
H 1.25549 1.28300 1.19969  -0.001
H 1.34213 2.12235 -0.34294  0.000
H 3.62188 1.59773 0.54067  0.000
H 3.24103 -0.12254 0.64055  0.000
H 3.38428 0.67588 -0.93968  0.000
Br -1.98829 -2.02799 0.71701  0.130
P -2.06310 -3.18090 -2.68509  0.550
C -0.83795 -3.38179 -4.03377  0.086
C -0.97501 -4.65460 -4.86893  0.024
H 0.14031 -3.38549 -3.51055  0.010
H -0.82992 -2.48884 -4.68491  0.002
H -0.12715 -4.73717 -5.56510  0.005
H -0.97760 -5.54206 -4.22383  0.001
H -1.89359 -4.64207 -5.46927  0.000
C -3.06631 -4.65719 -2.21898  0.071
C -4.59236 -4.55500 -2.17155  0.009
H -2.70782 -4.82850 -1.18710  0.010
H -2.75073 -5.53235 -2.80291  0.008
H -4.98383 -5.35374 -1.53094  0.002
H -4.93111 -3.60798 -1.74677  0.001
H -5.05639 -4.68912 -3.15304  0.001
C -3.27977 -1.96736 -3.36025  0.056
C -3.86480 -2.14737 -4.76078  0.026
H -2.74578 -1.00201 -3.31103  0.004
H -4.09504 -1.90137 -2.62404  -0.001
H -4.59253 -1.34454 -4.94932  0.005
H -3.10363 -2.07457 -5.54506  0.000
H -4.40442 -3.09278 -4.88447  0.000
C -2.40108 -1.97891 4.20145  0.004
N -1.65897 -0.72443 4.23897  0.000
C -2.51083 0.44577 4.00880  0.002
P -0.05550 -0.60584 3.81063  0.001
O 0.34611 -0.59782 2.37161  0.005
N 0.30525 0.88973 4.49762  0.000
C 1.35019 1.74456 3.93827  0.000
C 0.08240 1.04998 5.93007  0.000
N 0.77601 -1.78902 4.66883  0.000
C 0.46613 -3.20418 4.43348  0.000
C 2.22399 -1.55411 4.77878  0.000
H -3.46424 -1.73689 4.32127  0.000
H -2.10816 -2.63772 5.02648  0.000
H -2.29173 -2.50010 3.23748  0.003
H -3.39927 0.31394 4.64124  0.000
H -1.98265 1.36001 4.29693  0.000
H -2.83024 0.50917 2.94940  0.002
H 1.71770 1.33039 2.99352  0.000
H 0.95043 2.75018 3.74278  0.000
H 2.19784 1.83025 4.63348  0.000
H -0.18650 2.09524 6.13288  0.000
H -0.73539 0.39929 6.26060  0.000
H 0.99360 0.81060 6.49875  0.000
H 0.28102 -3.42161 3.36813  0.000
H 1.33187 -3.78993 4.76448  0.000
H -0.40143 -3.51678 5.02498  0.000
H 2.71875 -1.55750 3.79315  0.000
H 2.43277 -0.60271 5.28081  0.000
H 2.65013 -2.36774 5.37529  0.000

Atoms 1-6, force components in eV/Å:
0.111 -0.089 -0.129
0.425 0.049 -0.028
0.047 0.103 -0.036
-0.524 0.261 0.700
0.326 -0.173 -0.271
-0.523 0.111 0.296

=====

Q: net charge of number 2 (C31H56BrN4OP3Pt)?
A: +2